DFT (wB97M-V/def2-TZVPD) results for a molecular structure, C37H59GeN2OPdSSbSeSi3 in a non-equilibrium geometry.

```
107
Properties=species:S:1:pos:R:3:forces:R:3
Pd -0.65077 -0.18744 0.53044 -0.3 0.2 0.2
C -0.91543 -3.04554 -3.13446 0.0 0.0 -0.2
Sb -0.40315 -1.23866 -1.95747 -0.2 -0.4 -0.6
C -0.98305 -2.31836 -0.13052 0.7 1.0 0.6
C 0.00327 -2.67449 0.87211 0.0 -0.4 -0.4
C -0.32672 -3.49621 2.00809 0.0 0.2 0.0
C 0.62564 -3.84849 2.92883 0.1 -0.1 0.0
C 1.96074 -3.45011 2.76391 -0.2 0.1 -0.2
C 2.23194 -2.75178 1.59395 -0.3 0.2 0.1
N 1.33939 -2.39379 0.68281 -0.3 0.2 0.3
Si -2.77152 -1.84437 0.25008 0.0 -0.7 -0.2
C -3.84936 -3.02364 -0.80617 -0.1 -0.3 -0.1
C -3.33489 -2.23871 2.00656 -0.1 -0.1 0.3
C -3.68839 -0.26174 -0.20811 -0.1 0.3 -0.1
C 1.81417 -1.22475 -2.57719 0.2 -0.1 0.4
C 2.47333 -0.27440 -1.59188 0.1 -0.1 -0.2
C 3.84006 0.07588 -1.61244 -0.4 -0.1 0.2
C 4.31954 0.99261 -0.69516 -0.2 0.1 0.1
C 3.43884 1.57823 0.21157 0.1 -0.2 -0.2
C 2.10071 1.22181 0.12382 0.4 0.2 0.2
N 1.64429 0.33417 -0.74613 0.5 0.1 -0.2
Si 1.75036 -0.22387 -4.17475 0.0 -0.1 0.2
C 0.53468 -0.82348 -5.46027 -0.3 -0.1 -0.2
C 3.39761 -0.18994 -5.09134 0.3 0.0 -0.1
C 1.33295 1.53995 -3.73961 -0.1 0.4 0.0
Si 2.58084 -2.94389 -2.70957 -0.1 0.3 0.1
C 2.13673 -4.10847 -1.33207 0.0 -0.4 0.1
C 4.46388 -2.97615 -2.71519 0.4 0.1 0.0
C 2.20126 -3.76476 -4.35715 0.0 -0.1 -0.3
H -1.93137 -3.26080 -2.79939 0.0 0.0 0.0
H -0.29268 -3.90793 -2.90436 0.0 -0.1 0.0
H -0.92252 -2.86508 -4.21547 0.0 -0.1 0.1
H -1.34697 -3.83498 2.12479 0.0 0.0 0.0
H 0.34245 -4.46116 3.77988 0.0 0.0 0.0
H 2.73936 -3.70018 3.47288 0.0 0.0 0.0
H 3.25767 -2.45452 1.37295 0.0 0.0 0.0
H -3.43175 -4.04035 -0.80475 -0.1 0.1 0.0
H -3.89931 -2.68125 -1.85127 0.0 -0.1 0.2
H -4.88297 -3.05986 -0.42228 0.2 0.0 -0.1
H -3.52001 -3.31346 2.14775 0.0 0.2 0.0
H -4.27806 -1.70258 2.18326 0.1 -0.1 0.0
H -2.60415 -1.91109 2.75077 -0.1 0.0 0.0
H -3.36460 0.14880 -1.16783 0.0 0.0 0.0
H -3.52475 0.51759 0.53400 0.0 0.1 0.0
H -4.76366 -0.50113 -0.27059 0.1 0.1 0.0
H 4.50381 -0.35813 -2.33669 0.1 -0.2 -0.2
H 5.37038 1.25821 -0.69770 0.0 0.0 0.0
H 3.77198 2.29612 0.95225 0.0 0.0 0.0
H 1.34586 1.66339 0.76664 0.2 0.0 0.0
H 0.76378 -1.83560 -5.80985 0.0 0.1 0.0
H 0.59508 -0.14072 -6.31904 0.0 -0.1 0.1
H -0.49189 -0.81143 -5.08084 0.1 0.0 -0.1
H 3.78702 -1.19798 -5.27782 0.0 0.1 0.0
H 4.16015 0.37719 -4.54850 0.0 -0.1 0.0
H 3.24851 0.29775 -6.06491 0.0 -0.1 0.1
H 0.58621 1.57179 -2.93610 0.1 0.0 -0.1
H 0.92169 2.06521 -4.61157 0.1 0.0 0.1
H 2.22195 2.08013 -3.39107 -0.1 0.0 0.0
H 2.75762 -3.90614 -0.45208 -0.1 -0.2 -0.3
H 2.31157 -5.14409 -1.65658 0.0 0.1 0.0
H 1.10060 -4.00567 -1.00694 0.1 -0.1 -0.1
H 4.89196 -2.61154 -1.77551 0.0 -0.1 -0.1
H 4.89758 -2.39954 -3.54089 0.0 -0.1 0.1
H 4.76381 -4.02590 -2.84264 0.0 0.1 0.0
H 1.15186 -3.73069 -4.63359 -0.1 0.0 0.0
H 2.49632 -4.82083 -4.29147 0.0 0.1 0.0
H 2.78501 -3.30268 -5.16457 -0.1 -0.1 0.1
C -2.96162 -0.29046 5.90860 -0.2 0.2 -0.1
Ge -1.23036 -1.15704 6.09121 -0.1 -0.1 0.0
C -0.81404 -1.18752 8.00230 0.1 0.0 0.4
C -1.42146 -2.99194 5.49315 0.0 -0.2 -0.1
C 0.18711 -0.29677 5.10126 0.2 0.2 0.0
Se -0.26859 -0.00350 3.18800 -0.1 0.1 0.1
C -1.20199 1.68611 3.51325 0.2 -0.1 0.1
H -3.70487 -0.86771 6.46660 0.0 0.1 0.0
H -3.25271 -0.26986 4.85462 0.0 0.0 0.1
H -2.95098 0.73304 6.29268 0.0 -0.1 0.0
H -1.59091 -1.73172 8.55260 0.1 0.1 0.0
H -0.75569 -0.16865 8.39971 0.0 -0.1 0.0
H 0.14657 -1.68339 8.17429 -0.1 0.1 0.0
H -2.39327 -3.39469 5.78900 0.0 0.0 0.0
H -0.62940 -3.62315 5.90697 -0.1 0.0 0.0
H -1.34681 -3.01485 4.40293 -0.1 0.0 0.2
H 1.06236 -0.95191 5.09785 0.0 0.1 0.0
H 0.48062 0.66880 5.51895 0.1 -0.1 0.1
H -1.78267 1.60924 4.42769 -0.1 0.0 0.1
H -1.84705 1.87627 2.66276 0.0 -0.1 -0.1
H -0.48211 2.49875 3.59265 0.0 0.0 0.0
C -0.61030 9.05960 -0.51898 -0.1 -0.1 -0.1
C -1.49801 9.48095 -1.66957 0.0 -0.2 0.1
O -1.63598 10.64225 -1.96135 0.0 0.4 -0.1
S -2.37970 8.28331 -2.65310 0.1 0.2 0.1
C -1.98852 6.72380 -1.94954 -0.1 -0.3 0.1
C -2.80909 6.16514 -0.96798 0.1 -0.2 0.1
C -2.50834 4.92815 -0.42007 0.0 0.1 -0.1
C -1.38011 4.19155 -0.83401 0.1 -0.2 0.1
C -0.57634 4.76863 -1.83715 0.0 0.1 -0.1
C -0.87910 6.00186 -2.38877 0.1 -0.2 0.1
C -1.06263 2.92648 -0.26922 0.1 0.4 0.0
C -0.76242 1.82798 0.20306 -0.9 0.0 0.0
H 0.38467 9.46129 -0.71267 0.0 0.0 0.0
H -0.55498 7.98466 -0.36860 0.0 0.0 0.0
H -0.99258 9.53564 0.38483 0.0 0.0 0.0
H -3.67861 6.71515 -0.62573 0.0 0.0 0.0
H -3.14154 4.49721 0.34432 0.0 0.0 0.0
H 0.29180 4.21643 -2.17433 0.0 0.0 0.0
H -0.24483 6.42039 -3.16168 0.0 0.0 0.0
```
Forces are in eV/Å.

Results
Gap between HOMO and LUMO   4.3 eV
Charge   -2
Energy relative to the best compared isomer or geometry (same formula, charge and spin)   46.1 kcal/mol
Calculated total energy   -210702.1859 eV

***

DFT (wB97M-V/def2-TZVPD) results for 2 unconnected molecules or ions with the total composition C6H13N4 in a non-equilibrium geometry.

```
23
Properties=species:S:1:pos:R:3:forces:R:3
C 0.07439 -0.09899 -0.97053 2.3 2.6 3.0
C -0.20543 -1.38762 -0.41635 -0.4 -0.9 0.4
C 0.74872 0.66411 0.53866 -1.7 -0.9 -5.2
C -0.66819 -2.58004 -1.27199 1.1 4.3 -2.2
C 0.06162 1.85829 -2.47903 2.2 2.4 1.4
C -0.04565 0.46034 -2.17208 -1.2 -1.8 0.4
N -0.04432 -1.44969 0.87548 -0.6 -1.6 -1.9
N 0.49525 -0.30681 1.35851 1.3 1.5 0.5
N 1.51024 1.76174 0.70564 -0.3 -1.7 1.9
N -0.76601 -0.21696 3.56796 0.1 1.0 0.4
H 0.21363 -2.72733 -2.03053 -2.1 0.4 0.8
H -0.59742 -3.38834 -0.67256 -0.7 -2.8 1.9
H -1.68937 -2.26886 -1.70672 1.7 -1.2 0.4
H -0.87855 2.37511 -2.59656 -0.5 -0.1 -0.2
H 0.58818 2.38931 -1.58330 -0.9 -0.7 -1.8
H 0.65906 2.04341 -3.37840 -0.1 0.0 0.1
H -0.43131 -0.21135 -2.94540 0.2 0.1 0.0
H 0.41492 -0.25969 2.40101 0.2 0.7 0.0
H 1.49348 2.64480 0.17713 0.0 -1.1 0.6
H 1.99726 1.62890 1.61452 -0.1 1.4 -1.0
H -1.59754 0.27962 3.23775 0.4 -0.1 0.6
H -0.53421 -0.06176 4.56448 -0.7 -0.7 -1.1
H -0.79877 -1.14816 3.18232 -0.4 -0.6 1.1
```
Forces are in eV/Å.

Results
Gap between HOMO and LUMO   8.8 eV
Charge   +1
Energy relative to the best compared isomer or geometry (same formula, charge and spin)   57.5 kcal/mol
Calculated total energy   -12384.4168 eV

***

DFT (wB97M-V/def2-TZVPD) results for C3H5N3 in the gas phase in a non-equilibrium geometry.

```
11
Properties=species:S:1:pos:R:3:forces:R:3
C -1.57963 -0.18201 -0.18718 -0.2 0.1 0.0
N -0.21545 -0.64758 -0.08963 0.1 0.0 -0.2
C 0.79719 0.25323 -0.09317 -0.4 0.3 -0.8
N 0.67281 1.50538 -0.04338 0.0 -0.2 0.0
C 2.16943 -0.46722 -0.11859 -0.7 0.3 1.8
N 2.39151 -0.66509 1.01269 1.4 -0.7 -0.5
H -1.88159 0.40699 0.68550 0.0 -0.1 -0.1
H -2.23314 -1.04938 -0.29427 0.1 0.1 0.0
H -1.67093 0.44885 -1.07560 -0.1 -0.1 0.1
H -0.01820 -1.58655 0.21888 0.0 0.2 -0.1
H 1.56800 1.98338 -0.01525 -0.2 0.0 -0.2
```
Forces are in eV/Å.

Results
Gap between HOMO and LUMO   9.4 eV
Energy relative to the best compared isomer or geometry (same formula, charge and spin)   54.2 kcal/mol
Calculated total energy   -7660.1061 eV
SMILES   [H]/N=C(\C#N)NC

***

DFT (wB97M-V/def2-TZVPD) results for C3H4P2 in the gas phase in a non-equilibrium geometry.

```
9
Properties=species:S:1:pos:R:3:forces:R:3
C 1.14625 0.33497 0.07339 -2.2 1.1 -1.8
C -0.13480 0.56627 -0.40193 3.4 -2.0 2.8
C -1.19814 -0.35850 0.00421 -0.6 -0.8 2.3
P 2.87570 0.84742 0.03596 -0.5 -0.5 0.2
P 2.19067 -0.88789 0.84834 0.1 0.4 0.0
H -0.50634 1.36237 -0.91675 0.1 2.5 -1.6
H -0.83115 -0.85122 0.98034 -1.1 0.4 -1.4
H -1.32009 -1.09596 -0.74881 -0.2 -1.1 -0.6
H -2.22211 0.08254 0.12524 1.0 -0.1 0.2
```
Forces are in eV/Å.

Results
Gap between HOMO and LUMO   6.8 eV
Energy relative to the best compared isomer or geometry (same formula, charge and spin)   11.5 kcal/mol
Calculated total energy   -21750.7281 eV

***

Question: What is the formula in the fourth record?
Answer: C3H4P2